9
Properties=species:S:1:pos:R:3:forces:R:3:mulliken_charge:R:1 method="wB97M-V/def2-TZVPD" mol_weight_g_mol=110.1 smiles=FC#P.CS total_charge=0 gap_ev=9.742 e_tot_ev=-24977.178
F 3.397 1.340 0.815 -0.099 0.399 0.037 -0.1574
C 3.482 0.198 0.273 0.346 -2.235 -0.656 0.3910
P 3.644 -1.249 -0.306 -0.270 1.841 0.618 -0.2271
C -1.650 -0.528 0.083 0.600 0.456 0.172 -0.6638
S -1.210 1.195 -0.662 -2.690 -0.784 0.827 -0.2113
H -1.730 -1.131 -0.867 -0.008 0.119 1.611 0.2566
H -2.615 -0.549 0.743 1.909 0.246 -1.415 0.2698
H -0.724 -0.778 0.728 -1.682 0.067 -1.191 0.2095
H -2.595 1.503 -0.807 1.893 -0.108 -0.003 0.1326

=====

10
Properties=species:S:1:pos:R:3:forces:R:3:mulliken_charge:R:1 method="wB97M-V/def2-TZVPD" mol_weight_g_mol=130.9 total_charge=0 gap_ev=8.231 e_tot_ev=-36487.428
C -0.114 0.580 -1.642 -2.102 1.209 -1.951 -0.6572
C -0.040 -0.277 1.266 -0.572 1.675 -3.578 -0.8683
P -1.002 0.396 -0.238 1.011 -2.718 -0.656 0.6624
Cl -3.048 -1.305 -0.036 1.624 1.319 -0.023 -0.4802
Cl -1.973 1.988 0.213 -0.813 1.315 0.457 -0.1492
H -0.616 1.226 -2.520 1.059 -1.271 2.366 0.2149
H 0.399 -0.253 -2.116 0.225 -0.074 0.601 0.2797
H 0.148 -1.263 0.902 -0.141 -0.997 0.763 0.3131
H 0.862 0.316 1.237 0.221 0.152 0.406 0.3462
H -0.742 -0.004 1.997 -0.511 -0.610 1.616 0.3386

=====

14
Properties=species:S:1:pos:R:3:forces:R:3:mulliken_charge:R:1 method="wB97M-V/def2-TZVPD" mol_weight_g_mol=114.1 total_charge=0 gap_ev=8.513 e_tot_ev=-11214.538
H -3.430 0.229 -0.240 -0.862 1.255 0.165 0.2250
N -2.831 -0.515 -0.002 1.075 -1.735 -0.468 -0.7539
C -1.613 -0.191 -0.035 0.588 1.112 0.756 0.4540
C -1.007 1.251 0.049 -0.252 -0.275 -1.629 -0.2762
O 0.434 1.050 -0.017 -1.125 0.262 1.023 -0.4052
C 0.645 -0.267 0.078 2.999 -2.710 -1.076 0.4590
N 1.791 -0.871 0.001 -1.006 2.279 0.330 -0.4781
N 2.793 0.130 0.061 1.402 -0.805 0.377 -0.4009
N -0.497 -1.001 0.001 -2.183 -1.057 0.371 -0.0771
H -1.212 1.776 -0.928 -0.335 -0.081 1.361 0.2686
H -1.360 1.773 0.978 0.598 -0.342 -0.991 0.2608
H 3.672 -0.090 -0.420 -0.971 -0.362 0.206 0.2391
H 2.435 1.001 -0.247 0.017 0.929 -0.426 0.2346
H -0.506 -2.042 0.010 0.056 1.529 0.000 0.2504

=====

25
Properties=species:S:1:pos:R:3:forces:R:3:mulliken_charge:R:1 method="wB97M-V/def2-TZVPD" mol_weight_g_mol=159.2 smiles="C=C1C=CC=CN1C1C(C)=C1C" total_charge=0 gap_ev="7.349 / 7.350" e_tot_ev=-13103.411
C -0.551 -0.806 1.479 -1.960 0.459 3.341 -0.9970
C -0.336 -1.243 0.259 1.963 0.817 -1.831 1.1719
C -0.305 -2.643 -0.041 -1.261 -1.479 -2.892 -0.9905
C -0.172 -3.162 -1.356 -0.221 -0.212 4.757 -0.2874
C 0.370 -2.259 -2.282 -0.432 1.299 -1.982 -0.7369
C 0.442 -0.890 -2.006 -0.410 -3.143 0.492 0.1016
N 0.084 -0.379 -0.786 0.825 -1.096 -1.727 0.2021
C 0.431 1.000 -0.641 -2.088 1.576 2.537 -0.5241
C 0.783 1.623 0.654 -0.262 0.057 -0.226 0.3776
C 1.879 1.568 1.638 -1.847 0.140 0.346 -1.3676
C -0.442 1.884 0.317 1.952 0.058 -1.316 0.4066
C -1.722 2.582 0.401 -0.523 1.907 -1.529 -1.3105
H -0.674 0.261 1.787 0.180 -1.771 -0.180 0.2407
H -0.917 -1.631 2.148 0.483 1.205 -0.274 0.1633
H -0.699 -3.236 0.769 0.147 -0.387 -0.030 0.2545
H -0.414 -4.275 -1.437 0.710 1.811 -0.534 0.3092
H 0.525 -2.639 -3.300 0.252 0.599 0.386 0.2980
H 0.821 -0.218 -2.744 0.078 0.413 -0.193 0.2897
H 0.805 1.473 -1.510 0.279 -0.074 -1.121 0.4781
H 2.191 0.553 1.585 0.622 -0.891 0.382 0.3639
H 1.381 1.761 2.610 0.993 0.130 -0.235 0.2872
H 2.688 2.208 1.356 0.500 0.573 0.231 0.3852
H -2.511 1.887 0.682 -0.212 0.203 -0.126 0.2906
H -1.937 3.094 -0.624 0.077 -1.362 1.452 0.2843
H -1.719 3.487 1.041 0.153 -0.833 0.273 0.3094

=====

46
Properties=species:S:1:pos:R:3:forces:R:3:mulliken_charge:R:1 method="wB97M-V/def2-TZVPD" mol_weight_g_mol=348.4 smiles="CCOC(=O)/C(=C/c1cn(C)c2ccccc12)NC(=O)c1ccccc1" total_charge=0 gap_ev=8.106 e_tot_ev=-31225.130
C -5.612 0.015 -0.030 0.358 -0.076 -0.180 -1.1011
C -4.697 -0.367 -1.186 -0.519 -0.212 0.029 -0.3422
O -3.328 -0.132 -0.871 0.229 0.163 0.169 -0.2905
C -2.696 -1.091 -0.187 -0.296 -0.154 0.182 0.0961
O -3.228 -2.085 0.246 0.024 0.080 -0.090 -0.6499
C -1.268 -0.760 0.034 0.265 -0.433 0.314 0.2275
C -0.610 -1.338 1.059 -0.638 0.191 -0.645 -0.4938
C 0.766 -1.156 1.414 0.583 0.259 -0.136 0.7569
C 1.812 -0.706 0.634 -0.423 -0.134 -0.004 -0.6836
N 2.977 -0.720 1.334 -0.075 -0.032 0.033 0.1954
C 4.267 -0.347 0.832 0.363 0.079 0.006 -1.0908
C 2.721 -1.174 2.603 -0.410 -0.195 0.291 -0.1452
C 3.580 -1.354 3.680 0.135 0.028 -0.001 -0.6541
C 3.038 -1.837 4.852 0.146 0.034 -0.016 -0.5941
C 1.676 -2.132 4.955 -0.174 -0.072 0.103 -0.7465
C 0.820 -1.951 3.891 0.058 -0.010 0.014 -0.4142
C 1.341 -1.469 2.693 0.367 0.153 -0.124 0.4900
N -0.690 0.217 -0.790 0.244 0.086 0.315 -0.1318
C -0.816 0.254 -2.147 0.159 -0.067 0.039 0.4488
O -1.388 -0.605 -2.783 -0.030 -0.039 -0.028 -0.6502
C -0.188 1.442 -2.804 0.044 0.199 -0.327 0.5714
C -0.714 1.829 -4.034 -0.032 -0.120 0.121 -0.7233
C -0.191 2.910 -4.717 0.000 0.024 -0.019 -0.5759
C 0.878 3.612 -4.185 0.046 0.027 0.002 -0.3718
C 1.422 3.223 -2.972 0.099 0.094 0.014 -0.8526
C 0.893 2.147 -2.281 -0.128 -0.108 0.010 -0.0653
H -5.452 1.053 0.250 -0.037 0.093 0.020 0.2938
H -5.406 -0.620 0.828 -0.035 -0.029 0.058 0.3058
H -6.648 -0.119 -0.326 -0.139 0.004 -0.014 0.3732
H -4.894 0.248 -2.067 0.047 -0.106 0.081 0.3322
H -4.825 -1.426 -1.435 0.021 0.182 -0.050 0.3440
H -1.186 -2.001 1.687 -0.162 -0.015 -0.006 0.5063
H 1.815 -0.442 -0.406 0.030 0.072 -0.154 0.6573
H 4.183 -0.070 -0.217 -0.010 -0.014 0.050 0.3398
H 4.967 -1.181 0.921 -0.011 0.043 -0.041 0.3483
H 4.667 0.502 1.393 0.001 -0.025 -0.065 0.3541
H 4.632 -1.127 3.604 0.112 0.018 0.012 0.4137
H 3.676 -1.992 5.709 0.061 -0.006 0.056 0.3853
H 1.293 -2.510 5.891 -0.046 -0.029 0.068 0.3914
H -0.231 -2.180 3.980 -0.121 -0.026 0.042 0.3825
H -0.111 0.902 -0.326 -0.124 0.036 -0.103 0.3561
H -1.540 1.261 -4.436 -0.051 -0.056 -0.034 0.4587
H -0.613 3.205 -5.666 -0.043 0.019 -0.069 0.3841
H 1.293 4.455 -4.716 0.032 0.065 -0.039 0.3879
H 2.264 3.761 -2.561 0.056 0.029 0.026 0.3887
H 1.351 1.857 -1.345 0.023 -0.022 0.088 0.3875

=====

9
Properties=species:S:1:pos:R:3:forces:R:3:mulliken_charge:R:1 method="wB97M-V/def2-TZVPD" mol_weight_g_mol=117.2 smiles="CSC(=S)C#N" total_charge=0 gap_ev="7.090 / 7.094" e_tot_ev=-26317.586
C 1.420 0.403 -0.108 -0.450 0.044 -1.061 -0.9400
S -0.127 1.278 -0.220 0.024 0.736 -0.343 0.0274
C -1.355 0.199 -0.062 -6.270 2.157 0.357 0.1327
S -3.211 0.733 0.040 4.938 -1.200 -0.423 -0.1952
C -1.182 -1.143 0.180 1.302 -1.898 0.445 0.2301
N -0.802 -2.199 0.457 -0.455 0.185 -0.193 -0.3197
H 2.010 1.167 0.306 1.305 0.632 0.507 0.3135
H 1.803 0.040 -1.040 0.095 0.495 -0.975 0.3444
H 1.445 -0.479 0.447 -0.488 -1.151 1.686 0.4068

=====

10
Properties=species:S:1:pos:R:3:forces:R:3:mulliken_charge:R:1 method="wB97M-V/def2-TZVPD" mol_weight_g_mol=88.1 total_charge=0 gap_ev=11.223 e_tot_ev=-9317.342
O 1.595 -0.540 -0.193 0.994 1.063 1.227 -0.5289
C 0.437 0.223 -0.342 -0.540 0.151 -0.188 0.2061
C -0.874 -0.538 -0.591 0.036 -0.162 -0.315 -0.4041
O -1.439 0.007 0.643 -0.071 -0.011 0.001 -0.3273
C -0.254 0.576 0.970 0.302 0.360 0.878 0.5104
O 0.078 1.062 2.009 -0.189 -0.142 -0.600 -0.5498
H 2.132 -0.017 0.476 -0.629 -1.164 -1.153 0.3481
H 0.574 1.088 -1.006 -0.025 -0.142 0.104 0.2496
H -0.772 -1.622 -0.514 -0.010 0.116 -0.050 0.2475
H -1.476 -0.239 -1.450 0.132 -0.069 0.095 0.2484